{"formula": "C45H112N8O", "method": "wB97M-V/def2-TZVPD", "species": ["C", "C", "N", "C", "C", "C", "C", "H", "H", "H", "H", "H", "H", "H", "H", "H", "H", "H", "H", "H", "H", "H", "C", "C", "N", "C", "C", "C", "C", "H", "H", "H", "H", "H", "H", "H", "H", "H", "H", "H", "H", "H", "H", "H", "C", "C", "N", "C", "C", "C", "C", "H", "H", "H", "H", "H", "H", "H", "H", "H", "H", "H", "H", "H", "H", "H", "C", "C", "N", "C", "C", "C", "C", "H", "H", "H", "H", "H", "H", "H", "H", "H", "H", "H", "H", "H", "H", "H", "C", "C", "N", "C", "C", "C", "C", "H", "H", "H", "H", "H", "H", "H", "H", "H", "H", "H", "H", "H", "H", "H", "C", "C", "N", "C", "C", "C", "C", "H", "H", "H", "H", "H", "H", "H", "H", "H", "H", "H", "H", "H", "H", "H", "C", "C", "N", "C", "C", "C", "C", "H", "H", "H", "H", "H", "H", "H", "H", "H", "H", "H", "H", "H", "H", "H", "C", "O", "N", "C", "C", "H", "H", "H", "H", "H", "H", "H"], "xyz": [[-26.85026, -5.94528, 22.39618], [-27.03311, -5.35409, 23.79868], [-27.04988, -3.89696, 23.79653], [-25.71416, -3.33896, 23.57820], [-25.79282, -1.93541, 23.02929], [-27.65606, -3.37828, 25.01356], [-29.16970, -3.46119, 25.00771], [-27.50073, -5.43580, 21.68724], [-27.04751, -7.01666, 22.41627], [-25.81332, -5.82359, 22.08043], [-27.97384, -5.70580, 24.21694], [-26.21175, -5.74191, 24.42901], [-25.15013, -3.34669, 24.52344], [-25.21183, -3.95148, 22.82941], [-24.83544, -1.51969, 22.71869], [-26.50445, -1.86090, 22.20572], [-26.18357, -1.24307, 23.78320], [-27.36506, -2.33776, 25.15568], [-27.28750, -3.90745, 25.91354], [-29.52937, -4.49370, 25.04245], [-29.60999, -2.99353, 24.12870], [-29.58360, -3.01820, 25.91785], [-22.15580, -4.27720, 16.13923], [-22.47135, -3.51501, 17.42481], [-23.71654, -3.97179, 18.04978], [-23.59786, -5.32946, 18.54084], [-24.91139, -5.89017, 19.06250], [-24.16988, -3.00558, 19.05864], [-23.33515, -2.88362, 20.31628], [-21.45559, -3.71307, 15.52968], [-23.07894, -4.47470, 15.58836], [-21.78775, -5.27616, 16.38186], [-21.63575, -3.65373, 18.12535], [-22.63637, -2.45626, 17.21702], [-23.28464, -5.91633, 17.67144], [-22.78584, -5.51443, 19.27175], [-25.73670, -5.73667, 18.36867], [-24.80835, -6.95964, 19.27175], [-25.18853, -5.47007, 20.03368], [-25.21116, -3.24056, 19.30090], [-24.24916, -2.03517, 18.55907], [-23.32060, -3.80269, 20.90728], [-23.74461, -2.09500, 20.94877], [-22.29674, -2.60708, 20.11440], [-19.68363, -3.08796, 12.49772], [-20.19259, -3.95638, 11.36168], [-21.66373, -4.02798, 11.34214], [-22.09775, -4.42628, 10.00647], [-22.29084, -3.23870, 9.06910], [-22.11541, -5.03211, 12.31028], [-23.52699, -4.77551, 12.81732], [-20.06486, -2.07630, 12.34623], [-18.59305, -3.04771, 12.46770], [-20.00147, -3.42730, 13.48302], [-19.85605, -3.51496, 10.42177], [-19.76502, -4.97254, 11.40174], [-21.37876, -5.13332, 9.55020], [-23.00777, -5.03105, 10.02710], [-22.10747, -3.53418, 8.03668], [-23.29404, -2.83011, 9.17874], [-21.58442, -2.45157, 9.33455], [-21.42989, -5.04926, 13.16542], [-22.02119, -6.06377, 11.92529], [-24.28432, -4.89602, 12.04414], [-23.57135, -3.85387, 13.38945], [-23.73645, -5.59724, 13.51800], [-24.46406, 3.61274, 16.41406], [-25.24533, 2.87008, 17.48922], [-24.53389, 1.72103, 18.01002], [-24.12376, 0.75686, 17.00404], [-25.21450, 0.17340, 16.10043], [-25.21588, 1.08127, 19.12773], [-25.41807, 2.02662, 20.30977], [-24.50381, 3.09588, 15.45237], [-23.41961, 3.64765, 16.72451], [-24.85070, 4.61729, 16.25814], [-25.40382, 3.58696, 18.29844], [-26.26713, 2.59176, 17.16824], [-23.50059, -0.02964, 17.43301], [-23.42988, 1.28299, 16.33443], [-25.96645, -0.34844, 16.70456], [-24.77206, -0.55272, 15.42096], [-25.76116, 0.94540, 15.56173], [-26.18088, 0.63971, 18.82514], [-24.55788, 0.27051, 19.45226], [-25.61916, 1.44859, 21.21708], [-24.49650, 2.57122, 20.51712], [-26.26762, 2.69194, 20.17112], [-27.96044, -9.12943, 15.82658], [-27.64603, -8.34145, 14.53237], [-27.62613, -6.88255, 14.61690], [-26.67191, -6.46141, 15.65137], [-26.19253, -5.02957, 15.45043], [-28.95062, -6.33288, 14.87416], [-29.86854, -6.44680, 13.66060], [-28.58661, -9.99455, 15.58513], [-28.59456, -8.56048, 16.50668], [-27.06188, -9.51383, 16.30271], [-26.68147, -8.66665, 14.13151], [-28.35685, -8.63983, 13.75941], [-27.14306, -6.58003, 16.64334], [-25.83207, -7.16094, 15.60274], [-25.44507, -4.74735, 16.19274], [-25.75750, -4.99146, 14.45115], [-27.03465, -4.34103, 15.48240], [-28.81390, -5.26994, 15.06688], [-29.42456, -6.79452, 15.75316], [-30.13771, -7.48304, 13.45715], [-29.39743, -6.01048, 12.78032], [-30.79281, -5.88973, 13.82964], [-24.40928, -10.36661, 18.07680], [-24.27085, -9.25316, 17.04632], [-23.03231, -9.32934, 16.28525], [-21.81728, -9.42105, 17.06506], [-21.49192, -8.17904, 17.89715], [-22.97183, -8.31410, 15.24978], [-23.76627, -8.67852, 13.99690], [-25.41745, -10.36436, 18.49219], [-23.72170, -10.21244, 18.91102], [-24.20445, -11.33268, 17.61832], [-25.07554, -9.37475, 16.31333], [-24.43661, -8.26294, 17.50633], [-21.80327, -10.30535, 17.70850], [-20.99386, -9.63258, 16.37389], [-21.38937, -7.33964, 17.20686], [-22.30749, -8.02507, 18.60624], [-20.55088, -8.28152, 18.43771], [-21.93222, -8.11224, 14.98634], [-23.36839, -7.34858, 15.63006], [-24.78850, -8.98525, 14.22064], [-23.29058, -9.51009, 13.47556], [-23.82258, -7.80776, 13.33948], [-17.80310, -0.50698, 15.16984], [-18.79221, -0.86039, 16.25837], [-18.20819, -1.59322, 17.36787], [-19.11994, -1.66307, 18.50971], [-19.22456, -0.34651, 19.26699], [-17.65675, -2.88612, 17.03374], [-18.63855, -3.92333, 16.48420], [-16.97662, 0.07724, 15.58240], [-18.26108, 0.14556, 14.42470], [-17.39843, -1.39533, 14.69021], [-19.23551, 0.05355, 16.66306], [-19.65638, -1.40283, 15.82335], [-20.11850, -1.97186, 18.16560], [-18.71411, -2.41296, 19.19174], [-19.55948, -0.50677, 20.29585], [-18.28110, 0.19604, 19.33929], [-19.94818, 0.33118, 18.80563], [-17.08428, -3.29685, 17.86883], [-16.87623, -2.74874, 16.27592], [-19.21625, -3.55639, 15.63787], [-19.32415, -4.23704, 17.27945], [-18.17134, -4.85247, 16.15296], [-17.50079, -5.59284, 19.73751], [-17.64511, -6.32825, 18.78456], [-18.49855, -5.05420, 20.48180], [-18.21115, -4.22722, 21.62788], [-19.88295, -5.21123, 20.12214], [-16.50607, -5.29203, 20.11157], [-18.25523, -3.15464, 21.39422], [-17.23072, -4.42884, 22.05354], [-18.96642, -4.40211, 22.39656], [-20.31984, -4.24733, 19.84682], [-19.97388, -5.90350, 19.28782], [-20.46717, -5.64877, 20.93842]], "lowdin_charge": [-0.086, -0.260, -0.194, -0.256, -0.097, -0.275, -0.092, 0.081, 0.073, 0.040, 0.101, 0.120, 0.123, 0.093, 0.054, 0.082, 0.063, 0.102, 0.121, 0.061, 0.076, 0.072, -0.065, -0.237, -0.175, -0.266, -0.065, -0.239, -0.069, 0.055, 0.055, 0.054, 0.078, 0.109, 0.077, 0.112, 0.066, 0.069, 0.043, 0.113, 0.090, 0.069, 0.050, 0.062, -0.084, -0.268, -0.175, -0.284, -0.082, -0.274, -0.090, 0.079, 0.075, 0.038, 0.109, 0.120, 0.114, 0.108, 0.069, 0.069, 0.065, 0.099, 0.119, 0.076, 0.071, 0.040, -0.088, -0.275, -0.199, -0.263, -0.078, -0.263, -0.092, 0.064, 0.081, 0.071, 0.103, 0.120, 0.094, 0.101, 0.066, 0.071, 0.063, 0.115, 0.102, 0.063, 0.081, 0.066, -0.066, -0.239, -0.180, -0.257, -0.061, -0.265, -0.086, 0.072, 0.063, 0.042, 0.084, 0.099, 0.111, 0.091, 0.049, 0.058, 0.065, 0.102, 0.109, 0.060, 0.077, 0.070, -0.078, -0.262, -0.182, -0.256, -0.073, -0.261, -0.065, 0.071, 0.065, 0.082, 0.079, 0.095, 0.105, 0.116, 0.052, 0.064, 0.076, 0.118, 0.098, 0.037, 0.079, 0.060, -0.083, -0.265, -0.184, -0.255, -0.085, -0.245, -0.069, 0.079, 0.074, 0.058, 0.110, 0.108, 0.098, 0.091, 0.065, 0.078, 0.063, 0.107, 0.104, 0.034, 0.052, 0.082, -0.349, 0.014, -0.192, -0.061, -0.057, 0.137, 0.080, 0.087, 0.090, 0.065, 0.071, 0.096], "de_lowest_kcal_mol": 15.92, "energy_ha": -2294.939489, "homo_energy_ev": -8.2, "total_charge": 0, "gap_ev": 8.7, "smiles": "CCN(CC)CC.CCN(CC)CC.CCN(CC)CC.CCN(CC)CC.CCN(CC)CC.CCN(CC)CC.CCN(CC)CC.CN(C)C=O"}